[1]
Molecular formula: C57H56F3LuNO8P2S2Te
Method: DFT, the ωB97M-V functional and the def2-TZVPD basis

XYZ file:
```
131
C57H56F3LuNO8P2S2Te | OMol25 | the ωB97M-V functional and the def2-TZVPD basis
Lu -0.195 -0.211 -0.731
C 0.226 6.919 2.262
C -1.114 6.233 1.873
C -2.301 7.166 2.089
C -1.200 4.971 2.745
C -1.605 5.011 4.066
C -1.568 3.926 4.908
C -1.340 2.668 4.334
C -1.047 2.547 3.002
P -0.703 0.887 2.279
C -2.261 0.035 2.578
C -3.452 0.694 2.722
C -4.660 0.007 2.754
C -4.645 -1.372 2.681
C -3.465 -2.038 2.498
C -2.265 -1.363 2.449
C 0.437 0.193 3.574
C 0.044 -0.521 4.721
C 0.987 -0.970 5.629
C 2.327 -0.717 5.429
C 2.746 -0.105 4.239
C 1.788 0.428 3.358
C -0.919 3.683 2.204
O -0.509 3.484 0.920
C -0.805 4.487 -0.004
C -0.594 4.112 -1.333
C -0.803 5.112 -2.321
C -1.084 6.441 -1.938
C -1.156 6.765 -0.594
C -1.067 5.800 0.400
P 0.173 2.518 -1.733
C -0.329 2.492 -3.448
C 0.427 2.759 -4.602
C -0.179 2.766 -5.852
C -1.531 2.479 -5.971
C -2.300 2.200 -4.871
C -1.699 2.212 -3.607
C 1.889 3.027 -1.688
C 2.821 2.349 -2.467
C 4.151 2.729 -2.443
C 4.542 3.779 -1.634
C 3.620 4.498 -0.887
C 2.302 4.127 -0.917
H 0.239 7.218 3.305
H 0.388 7.817 1.697
H 1.005 6.168 2.121
H -2.409 7.458 3.169
H -3.266 6.810 1.741
H -2.186 8.127 1.569
H -1.953 5.987 4.428
H -1.954 3.992 5.940
H -1.406 1.753 4.855
H -3.433 1.788 2.852
H -5.588 0.620 2.891
H -5.608 -1.887 2.669
H -3.415 -3.085 2.399
H -1.343 -1.923 2.218
H -1.036 -0.795 4.877
H 0.648 -1.597 6.479
H 3.055 -1.167 6.082
H 3.778 0.032 3.996
H 2.183 0.944 2.459
H -0.669 4.970 -3.378
H -1.114 7.191 -2.726
H -1.270 7.797 -0.297
H 1.477 2.977 -4.529
H 0.393 2.917 -6.796
H -1.994 2.460 -6.999
H -3.328 1.979 -5.064
H -2.262 2.015 -2.755
H 2.565 1.536 -3.096
H 4.832 2.156 -2.997
H 5.611 4.078 -1.602
H 4.013 5.318 -0.271
H 1.603 4.594 -0.280
O 0.930 -1.650 0.929
H 1.623 -2.096 0.356
H 1.499 -1.191 1.528
O -1.287 -0.533 -2.829
H -1.965 -1.253 -2.850
H -0.570 -0.637 -3.566
O 2.286 0.829 0.399
H 2.462 0.221 -0.314
H 2.349 1.700 -0.077
O -2.432 0.652 -0.703
H -3.119 0.788 -0.036
H -2.903 0.201 -1.437
N -1.146 -2.509 -0.717
C -2.343 -2.835 -1.486
C -3.654 -2.610 -1.015
C -4.741 -2.853 -1.858
C -4.511 -3.366 -3.118
C -3.214 -3.560 -3.561
C -2.120 -3.358 -2.744
S -5.935 -3.935 -4.132
O -5.363 -4.218 -5.414
O -6.421 -5.109 -3.434
O -6.827 -2.782 -4.142
H -0.375 -2.729 -1.364
H -1.068 -3.111 0.110
H -3.756 -2.136 -0.008
H -5.761 -2.657 -1.516
H -3.122 -3.944 -4.596
H -1.118 -3.583 -3.114
F 5.815 -8.479 0.442
C 6.268 -7.598 -0.508
F 7.551 -7.265 -0.178
F 6.256 -8.260 -1.642
C 5.416 -6.356 -0.578
C 4.351 -6.326 -1.446
C 3.606 -5.180 -1.625
C 3.937 -4.016 -0.864
C 5.066 -4.053 -0.018
C 5.786 -5.245 0.121
C 3.199 -2.810 -1.020
C 2.472 -1.991 -1.546
H 4.160 -7.189 -2.055
H 2.844 -5.171 -2.388
H 5.308 -3.209 0.602
H 6.681 -5.365 0.701
S 1.541 -0.709 -3.744
C 1.671 -0.941 -1.997
C 2.145 -5.828 1.448
Te 0.405 -5.919 2.722
C -0.028 -7.963 2.349
H 1.911 -5.945 0.385
H 2.857 -6.615 1.710
H 2.664 -4.864 1.513
H 0.622 -8.691 2.762
H -0.064 -8.040 1.261
H -1.073 -8.164 2.674
```

Output
Charge: 0
Multiplicity: 2
Frontier orbital gap (spin up / spin down): 6.14 / 6.71 eV
Total energy: -167201.6333 eV
ΔE to the lowest compared entry with this formula, charge and spin: 152.0 kJ/mol

These are the Mulliken partial charges, in e, on atoms 1 to 5: 2.219, -1.793, 2.048, -1.809, -0.114



[2]
Molecular formula: H5N3S
Method: DFT, the ωB97M-V functional and the def2-TZVPD basis

XYZ file:
```
9
H5N3S | OMol25 | the ωB97M-V functional and the def2-TZVPD basis
N -0.500 1.202 0.189
N -0.774 -1.075 0.237
N 0.067 0.093 -0.258
S 1.746 0.057 -0.070
H -0.816 1.761 -0.525
H -0.838 1.214 1.159
H -0.620 -1.874 -0.394
H -0.443 -1.379 1.082
H 2.177 0.000 -1.420
```

Output
Charge: 0
Multiplicity: 1
Frontier orbital gap: 9.45 eV
Total energy: -15383.5245 eV
SMILES: NN(N)S
ΔE to the lowest compared entry with this formula, charge and spin: 154.9 kJ/mol

These are the natural (NBO) partial charges, in e, on atoms 1 to 5: -0.684, -0.660, -0.300, 0.123, 0.370



[3]
Molecular formula: C3H4N2
Method: DFT, the ωB97M-V functional and the def2-TZVPD basis

XYZ file:
```
9
C3H4N2 | OMol25 | the ωB97M-V functional and the def2-TZVPD basis
C 1.184 0.983 -0.003
C -0.542 0.747 -0.013
C 0.703 -1.117 -0.006
N 1.667 -0.217 0.000
N -0.545 -0.578 -0.011
H 1.679 1.921 -0.038
H -1.370 1.411 0.047
H 0.872 -2.173 0.015
H -1.376 -1.152 -0.021
```

Output
Charge: 0
Multiplicity: 1
Frontier orbital gap: 8.68 eV
Total energy: -6154.1230 eV
SMILES: c1c[nH]cn1
ΔE to the lowest compared entry with this formula, charge and spin: 171.5 kJ/mol

These are the natural (NBO) partial charges, in e, on atoms 1 to 5: -0.040, -0.139, 0.080, -0.449, -0.486



[4]
Molecular formula: C11H35N7O6
Method: DFT, the ωB97M-V functional and the def2-TZVPD basis

XYZ file:
```
59
C11H35N7O6 | OMol25 | the ωB97M-V functional and the def2-TZVPD basis
C 0.941 2.821 3.227
C 2.443 2.636 3.338
O 3.131 3.165 2.212
H 0.760 3.898 3.163
H 0.518 2.593 4.216
H 0.392 2.295 2.454
H 2.694 1.612 3.639
H 2.845 3.269 4.133
H 3.031 2.531 1.451
C 0.834 -1.006 0.976
C -0.613 -0.531 0.785
O -0.665 0.757 0.169
H 0.890 -2.029 1.342
H 1.288 -0.339 1.714
H 1.430 -0.852 0.080
H -1.050 -0.519 1.786
H -1.097 -1.307 0.187
H -0.957 1.324 0.898
C -2.981 2.354 2.927
O -2.713 2.229 1.728
N -3.367 1.296 3.695
N -2.988 3.554 3.567
H -3.302 0.345 3.384
H -3.457 1.423 4.685
H -3.189 3.591 4.544
H -2.858 4.366 2.991
C -4.249 -0.467 -0.994
O -5.180 -1.099 -1.505
N -3.024 -0.360 -1.563
N -4.382 0.056 0.263
H -2.297 0.173 -1.115
H -2.828 -0.851 -2.412
H -5.255 -0.228 0.665
H -3.712 0.710 0.639
C 2.709 1.747 -0.961
O 2.871 1.405 0.220
N 3.744 2.005 -1.794
N 1.467 1.888 -1.498
H 3.556 2.128 -2.768
H 4.668 1.990 -1.407
H 1.381 2.036 -2.485
H 0.629 1.823 -0.933
C -0.362 -2.277 -4.130
C 0.621 -3.311 -3.566
C 1.162 -2.789 -2.244
O 2.302 -3.583 -1.893
C 3.022 -3.013 -0.836
N -0.144 -4.552 -3.366
H -0.907 -2.718 -4.966
H 0.109 -1.329 -4.376
H -1.129 -2.135 -3.365
H 1.526 -3.425 -4.172
H 0.428 -2.864 -1.437
H 1.521 -1.765 -2.398
H 3.366 -1.987 -1.029
H 3.971 -3.550 -0.759
H 2.508 -3.050 0.125
H 0.456 -5.261 -2.965
H -0.510 -4.824 -4.268
```

Output
Charge: 0
Multiplicity: 1
Frontier orbital gap: 9.54 eV
Total energy: -34692.6045 eV
SMILES: COC[C@H](C)N.NC(N)=O.NC(N)=O.NC(N)=O.CCO.CCO

These are the natural (NBO) partial charges, in e, on atoms 1 to 5: -0.633, -0.062, -0.758, 0.208, 0.194